Record 1
Here is a structure of composition C15H16F4N4OS7Sr in a non-equilibrium geometry from the Open Molecules 2025 dataset. Energies are from ωB97M-V with the def2-TZVPD basis set.

XYZ file:
```
48
Properties=species:S:1:pos:R:3:forces:R:3
Sr -0.771703 -0.410036 0.911208 0.3 -0.2 0.4
S -1.931920 5.199792 2.160406 0.3 0.8 0.5
S -3.576388 -2.269910 -0.843543 0.2 0.3 0.3
S -0.799530 7.564261 3.422531 0.6 -0.4 -0.2
S 0.953373 2.053646 2.399351 -0.2 -0.2 -0.3
S -3.081231 -1.710433 -3.836878 -0.9 0.4 -0.1
S 0.774690 4.942533 3.211894 -1.2 -0.1 -0.7
S -2.391552 2.357524 1.641229 -0.1 0.0 0.0
F 2.148502 1.556353 -0.627510 -0.2 0.3 -0.1
F 2.816572 0.049128 0.732398 -0.3 -0.1 0.7
F -0.444546 -1.128418 3.131838 -0.1 0.0 -0.6
F 2.485473 -0.461262 -1.292064 -0.6 -0.2 -0.5
O -1.455594 0.748364 -1.350623 -0.4 -0.4 -0.1
N -1.253613 -2.093703 -2.280729 1.6 0.5 -0.2
N 1.292208 -2.572225 0.861775 -0.6 -0.2 0.1
N -0.433644 -2.130930 -1.177875 -1.7 -0.1 0.0
N -0.040218 0.676599 -3.136277 0.8 -0.5 0.5
C -0.569098 5.969624 2.911564 -0.7 1.0 0.6
C -0.338945 2.727289 -1.743978 0.8 1.1 -1.1
C -0.031836 3.489050 2.578615 0.2 0.0 -0.1
C -4.811921 -1.040399 -3.776254 2.6 1.8 3.1
C -2.518081 -2.015164 -2.131776 -1.3 0.0 -0.5
C 0.648789 1.357344 4.023346 0.6 0.0 1.0
C -1.347843 3.598933 2.194660 1.0 -1.3 -0.3
C 0.644390 -2.716961 -1.428347 1.6 -1.0 -0.1
C 3.465057 -4.208141 0.523264 -0.6 0.7 -0.3
C -0.677199 1.331981 -2.087474 0.6 -1.4 0.3
C 1.821323 0.237564 -0.240243 1.3 0.0 -0.1
C 3.102890 -3.754470 1.776279 -0.3 0.1 -0.2
C 1.615070 -3.019730 -0.362869 -0.3 0.3 0.6
C 2.720022 -3.828427 -0.600603 0.0 0.4 1.4
C 1.988171 -2.951424 1.925801 -0.4 0.8 -0.1
H 1.637560 -2.559162 2.910046 0.2 -0.2 -0.9
H -4.907574 -0.182644 -2.993121 0.3 -1.6 -1.4
H -4.964492 -0.660933 -4.727961 -0.4 0.7 -1.9
H -1.202189 3.146946 -1.255555 -0.1 0.1 0.5
H 1.105254 2.076708 4.698944 0.2 -0.1 0.4
H -0.161471 3.333079 -2.656713 0.3 -0.3 0.5
H 0.822712 -3.128757 -2.429976 0.0 0.1 0.2
H -0.009166 -0.365726 -3.052611 -0.8 1.2 0.1
H -0.401872 1.355710 4.233505 -0.6 -0.2 -0.1
H 0.572533 2.699943 -1.096121 -0.9 0.2 -0.5
H 3.698530 -3.943570 2.631148 0.5 -0.5 0.7
H 4.327579 -4.820685 0.485288 0.8 -0.5 -0.5
H 0.920540 0.990804 -3.294565 -0.6 0.3 0.0
H 1.038870 0.338648 4.205369 -0.2 0.6 -0.6
H -5.453296 -1.806424 -3.533326 -1.6 -1.6 0.5
H 2.974815 -4.022289 -1.613468 0.3 -0.6 -0.6
```
Positions in Å, forces in eV/Å.

Results
ΔE to the lowest compared entry with this formula, charge and spin = 1.4 kcal per mole
charge = -2
maximum force = 4.4 eV Å⁻¹
multiplicity = 1

***

Record 2
Here is a structure of composition C10H24AlN6O10S in a non-equilibrium geometry from the Open Molecules 2025 dataset. Energies are from ωB97M-V with the def2-TZVPD basis set.

XYZ file:
```
52
Properties=species:S:1:pos:R:3:forces:R:3
S -3.503549 3.288126 2.605340 1.6 -0.3 -0.1
Al -0.458195 1.000862 1.246144 1.3 -1.3 -0.1
O 6.024419 -0.604896 -4.488081 -0.1 0.3 0.0
O 2.694107 -0.744035 -0.222592 0.3 -0.6 0.1
O -1.566034 -1.001961 -0.662921 -1.6 0.8 0.2
O 4.042981 3.746523 -0.933871 -0.1 -0.3 -0.1
O 3.015974 1.837615 -0.923427 0.6 0.4 -0.5
O -6.585763 -2.447290 2.226953 -0.1 0.2 -0.2
O -6.801849 -0.474155 1.360857 -0.1 -0.3 0.2
O 5.325249 1.397950 -4.051867 0.2 -0.4 -0.1
O -2.957687 0.435347 -1.754945 0.7 -0.7 0.8
O 1.704823 -2.430685 0.713897 0.3 0.1 -0.1
N -1.438325 2.615650 0.816393 -0.1 0.2 2.3
N 3.406860 2.853409 -1.465642 -0.2 0.0 0.1
N -0.807194 -1.576601 2.708619 0.0 0.0 -0.6
N 2.683855 -1.846924 0.291948 -0.2 0.1 0.0
N 5.686820 0.281590 -3.727028 0.1 -0.2 0.0
N -7.137010 -1.631753 1.511060 0.2 0.2 0.1
C -2.745101 -0.310654 -0.812128 -1.2 0.8 -0.9
C -8.327704 -2.101801 0.754158 -0.2 0.1 -0.2
C -1.276535 -0.135416 2.728033 -0.3 0.0 0.5
C 5.713539 -0.015063 -2.268670 -0.1 -0.2 0.2
C 3.083873 3.023255 -2.905384 -0.3 0.1 -0.3
C -3.939476 -0.477146 0.216125 1.4 -1.1 0.4
C 3.993865 -2.539696 0.413928 0.1 -0.2 0.1
C -0.408563 -0.102449 -0.511407 1.0 1.1 0.5
C -2.131948 2.885026 1.758891 -1.9 0.5 -1.9
C 1.479947 1.463920 1.766967 -0.3 0.9 -0.3
H -8.713641 -1.276107 0.162410 0.1 0.0 0.1
H -9.066515 -2.435908 1.479600 0.1 -0.1 0.0
H 4.640950 -1.911580 1.023160 0.0 0.0 -0.1
H 3.836092 -3.505027 0.887492 -0.1 0.1 0.0
H 2.519908 2.157230 -3.241545 0.1 0.0 0.1
H 4.700032 0.113083 -1.886669 0.1 0.1 0.0
H -1.600785 -2.187334 2.482559 0.5 0.4 0.1
H -4.802094 -1.010088 -0.261508 0.9 0.5 0.2
H 6.052726 -1.037726 -2.127514 0.0 0.1 -0.1
H 4.394460 -2.663119 -0.590436 0.0 0.1 0.1
H 2.134249 1.477363 0.843085 -0.7 -0.2 1.6
H 0.513949 -0.727144 -0.480835 -1.2 0.4 -0.3
H -8.006490 -2.919818 0.112707 0.0 0.0 0.1
H 6.401597 0.688216 -1.803655 -0.2 0.1 0.0
H -0.312162 0.654427 -1.344147 -0.3 -1.1 0.3
H 1.881613 0.815094 2.595269 -0.2 0.5 -0.9
H 2.492650 3.931278 -3.007702 0.1 0.0 0.1
H -3.542557 -1.105272 1.058412 -0.7 0.6 -0.6
H -4.298018 0.507003 0.611174 0.6 -0.8 -0.5
H -0.137814 -1.722553 1.942290 -0.4 0.1 0.4
H 1.433168 2.537499 2.147837 0.3 -1.1 -0.3
H -2.403066 -0.173526 2.733802 1.0 0.4 0.3
H -0.914292 0.302804 3.713553 -0.7 -0.4 -0.9
H 4.024657 3.102457 -3.440690 -0.1 0.1 0.1
```
Positions in Å, forces in eV/Å.

Results
charge = -1
maximum force = 2.7 eV Å⁻¹
multiplicity = 1

***

Record 3
Here is a structure of composition C48H33CdCl2F4NO6P in a non-equilibrium geometry from the Open Molecules 2025 dataset. Energies are from ωB97M-V with the def2-TZVPD basis set.

XYZ file:
```
96
Properties=species:S:1:pos:R:3:forces:R:3
Cd 0.000107 -0.434330 -0.616861 -0.2 0.7 -0.3
Cl -7.232305 1.240404 -2.631786 -0.4 0.1 0.0
Cl -2.230537 1.765124 -4.527061 0.1 0.1 -0.3
P 0.760779 2.798874 0.471035 1.2 1.3 1.1
F -0.919595 -9.882607 1.043123 0.1 0.1 -0.3
F 1.222062 -4.730987 4.408170 0.0 0.1 0.0
F -0.086103 -9.199831 2.900045 0.1 0.2 0.1
F -2.196656 -9.027943 2.545947 -0.2 0.2 0.0
O 1.062326 -0.608906 1.560513 0.0 0.0 0.2
O 0.079270 1.833428 -0.419832 -0.6 -0.7 -0.6
O 2.245917 0.256985 -0.939361 0.5 0.2 0.2
O 4.730923 2.562473 -0.106007 0.4 -0.1 0.4
O -2.065644 -0.323994 0.607470 -0.1 0.0 0.1
O -1.517754 0.238183 -2.179856 0.2 0.1 -0.1
N 4.982339 -1.217736 2.467584 0.0 0.4 -0.3
C -0.190560 -3.663359 -0.173022 0.1 0.1 -0.3
C -0.790567 -7.528611 1.362943 0.0 0.0 -0.1
C 5.512371 2.643849 1.006427 0.4 0.2 0.0
C -3.316445 1.251421 -3.288994 0.0 0.0 0.1
C -3.645677 0.327065 -1.072527 0.2 0.2 -0.6
C 2.968130 0.738243 -0.047115 0.4 -0.4 -0.8
C -3.203279 -0.103644 0.214440 -0.3 -0.1 0.5
C -5.026839 0.540839 -1.242065 0.1 0.0 -0.1
C 2.733931 2.389046 2.389826 0.1 0.1 0.3
C 4.613559 -0.316451 1.521627 -0.4 -0.1 -0.2
C 4.052912 -2.089939 2.973490 -0.8 -0.3 0.2
C -0.030781 -2.519872 -0.549497 0.1 -0.6 0.0
C -1.926120 2.273230 3.464728 0.0 0.0 0.1
C 1.971388 6.524719 -0.737620 0.1 0.2 0.0
C 3.340450 -0.134337 1.094543 -0.1 -0.5 -0.1
C 0.008315 4.686891 -1.416763 -0.1 -0.1 0.0
C -2.718871 0.572016 -2.155478 -0.5 0.0 0.1
C 3.454294 -3.992124 4.331305 -0.1 0.1 -0.2
C 6.571994 -1.961259 4.183335 -0.1 0.0 -0.1
C 0.086994 5.893183 -2.089888 0.0 0.1 -0.1
C -0.924799 -5.149324 1.600926 0.0 -0.1 0.0
C 2.129259 -3.846868 3.938726 0.0 0.2 -0.1
C 2.698208 -1.940602 2.616733 0.2 -0.1 0.1
C 1.741603 -2.834036 3.101026 0.0 -0.3 0.2
C 3.379376 2.180116 -0.104262 -0.9 -0.1 -0.1
C 5.225195 2.586793 2.320438 0.0 0.1 -0.4
C -0.995312 -8.887606 1.946784 0.0 -0.4 0.2
C -0.392296 -4.977965 0.314796 -0.1 -0.3 0.2
C -1.116288 -6.408443 2.124796 0.1 -0.3 -0.1
C 5.856186 -3.305657 4.227319 0.1 0.1 0.0
C 7.185433 -1.986051 1.721545 -0.1 0.1 0.2
C 4.416208 -3.133282 3.846579 0.1 0.0 0.1
C -5.520700 1.060957 -2.403196 0.1 -0.1 0.2
C -2.131518 3.549514 3.964544 -0.1 0.0 0.0
C -0.273117 -7.378230 0.080554 -0.1 -0.2 0.3
C -0.302314 3.140761 1.919243 0.3 -0.1 -0.4
C 0.900927 4.406418 -0.392135 -0.1 -0.5 0.1
C 1.063812 6.813153 -1.745214 0.0 0.1 0.0
C -1.015574 2.068541 2.442675 0.1 -0.1 -0.1
C 1.889250 5.323199 -0.058077 0.0 -0.1 0.1
C -0.513031 4.418950 2.419743 0.1 0.0 0.0
C -0.075692 -6.114877 -0.437855 0.0 0.1 0.0
C 6.392729 -1.283216 2.826344 0.7 -0.1 0.0
C -1.425293 4.620535 3.441519 0.0 0.1 0.1
C -4.655142 1.469248 -3.427481 0.2 -0.1 0.2
C 3.968702 2.421423 2.972533 -0.5 0.0 0.5
C 2.254888 -0.868652 1.719270 0.5 0.2 0.2
C 2.426289 2.444158 1.022237 -1.0 0.7 -0.4
H -0.603402 6.112418 -2.892170 -0.1 0.0 0.0
H -5.046610 1.950179 -4.310504 0.0 0.0 -0.1
H 2.980934 2.589513 -1.042533 0.1 -0.2 0.2
H -2.486562 1.438758 3.862778 0.0 -0.1 0.0
H -2.854513 3.713569 4.751921 0.0 0.0 0.1
H 1.126849 7.754547 -2.272461 0.0 0.1 -0.1
H -1.512957 -6.536197 3.121732 -0.1 0.0 0.1
H 5.418240 0.271888 1.111124 0.1 0.0 0.0
H -0.856577 1.080853 2.031436 -0.1 0.0 0.1
H 6.158897 -1.313601 4.958279 0.0 0.0 0.1
H 6.782222 -2.976592 1.529837 0.0 -0.1 0.0
H 7.133938 -1.415113 0.798384 0.0 0.0 -0.1
H -1.600889 5.619151 3.821581 0.0 0.0 0.0
H 2.750619 7.233482 -0.492297 0.0 0.0 0.0
H 1.875674 2.329202 3.053228 0.1 0.0 0.1
H 6.331928 -4.008315 3.538509 0.1 0.0 0.0
H 3.726000 -4.786105 5.009561 0.0 -0.1 0.1
H 6.752796 -0.248843 2.907571 -0.1 -0.1 0.0
H -0.030735 -8.255352 -0.502893 0.0 0.0 0.0
H 4.011073 2.347604 4.053770 -0.1 0.0 0.0
H 8.229431 -2.076851 2.011585 0.1 0.0 0.0
H -5.699172 0.282672 -0.435295 -0.1 0.0 0.1
H 5.928377 -3.738934 5.225962 0.0 0.0 0.0
H 0.323651 -5.997476 -1.435092 0.0 0.1 0.0
H -1.186952 -4.276202 2.178350 0.0 0.1 0.0
H -4.039648 -0.203189 0.945897 0.2 -0.1 -0.1
H 0.025904 5.259160 2.004449 0.0 0.1 0.0
H 2.592304 5.076153 0.726258 0.1 0.0 0.0
H 6.087819 2.674003 2.973078 0.1 0.0 -0.1
H 6.543712 2.747871 0.687690 0.0 0.0 0.0
H 7.637350 -2.091282 4.383136 0.0 0.1 0.0
H -0.730756 3.943936 -1.682119 -0.1 -0.1 -0.1
H 0.718967 -2.710893 2.785919 -0.2 0.0 -0.1
```
Positions in Å, forces in eV/Å.

Results
ΔE to the lowest compared entry with this formula, charge and spin = 69.7 kcal per mole
charge = -1
maximum force = 2.1 eV Å⁻¹
multiplicity = 1

***

In eV, the HOMO level values for the records above are, in order, -2.18 -4.30 -4.31.
In eV, the calculated total energy values for the records above are, in order, -111379.375 -57597.348 -113857.234.
In eV, the frontier orbital gap values for the records above are, in order, 6.4 5.9 6.4.